1.
The molecule C4H8S2, computed with ωB97M-V/def2-TZVPD.

CARTESIAN COORDINATES (ANGSTROEM)
1 S -0.32064 0.73546 -1.97894
2 C -0.79227 0.04855 -0.43991
3 C 0.15559 -1.12583 -0.03429
4 C 1.50448 -0.51251 0.31553
5 S 1.25532 1.13581 1.00728
6 C -0.56248 0.99635 0.76508
7 H -1.42969 1.41193 -2.30775
8 H -1.82442 -0.30883 -0.48030
9 H 0.19872 -2.01605 -0.72594
10 H -0.29961 -1.39919 0.89789
11 H 2.29531 -0.49384 -0.42593
12 H 1.90003 -1.10490 1.15828
13 H -1.11109 0.59742 1.64690
14 H -0.96924 2.03564 0.60213

The SMILES is S[C@H]1CCSC1. The value obtained for the HOMO-LUMO gap is 9.2217 eV. Its net charge is 0.

Atom charges from the Löwdin analysis, given in e for atoms 1 to 8: S 0.77; C -0.78; C -0.28; C -0.52; S 0.82; C -0.51; H -0.13; H 0.10



2.
The molecule C10H12BN, computed with ωB97M-V/def2-TZVPD.

CARTESIAN COORDINATES (ANGSTROEM)
1 B -0.46559 -0.27770 -0.01441
2 C 3.86666 -0.05497 -0.03330
3 C 3.18638 0.09954 1.15764
4 C 3.15915 -0.25804 -1.22819
5 C 1.71489 0.10273 1.13459
6 C 1.85490 -0.36245 -1.31778
7 C 1.04115 -0.07799 -0.12894
8 C -2.38671 -2.24559 0.49176
9 C -3.20131 -1.33416 0.12310
10 C -2.88667 -0.03602 -0.37581
11 C -1.45290 1.90442 0.14678
12 N -1.54702 0.46469 -0.13248
13 H 4.88960 0.06783 -0.13495
14 H 3.68807 0.24629 2.12080
15 H 3.69370 -0.30166 -2.20730
16 H 1.13901 0.29447 2.12131
17 H 1.49609 -0.80865 -2.23946
18 H -2.56518 -3.31685 0.77453
19 H -4.29118 -1.44283 0.34087
20 H -3.16786 -0.04051 -1.45547
21 H -3.63055 0.75416 0.02521
22 H -1.03667 1.95749 1.17559
23 H -0.70430 2.29052 -0.52993
24 H -2.39366 2.37529 0.18583

The value obtained for the HOMO-LUMO gap (alpha / beta) is 7.0704 / 6.8430 eV. Its net charge is 0.

Atom charges from the Löwdin analysis, given in e for atoms 1 to 8: B -0.14; C -0.08; C -0.06; C -0.13; C -0.02; C -0.07; C -0.11; C 0.04



3.
The molecule C14H19N3OS, computed with ωB97M-V/def2-TZVPD.

CARTESIAN COORDINATES (ANGSTROEM)
1 C -1.02807 3.43476 -1.47338
2 C 0.31723 4.12655 -1.28307
3 C 1.43577 3.18822 -0.82764
4 C 1.81977 2.11940 -1.84906
5 N 0.83798 1.06283 -1.90216
6 C 0.44263 0.47918 -3.03726
7 O 0.85965 0.74332 -4.14653
8 C -0.65384 -0.56879 -2.82274
9 S -0.08511 -2.06215 -1.94695
10 C -0.23328 -1.56527 -0.28849
11 N -0.43188 -0.34604 0.13662
12 C -0.47616 -0.43676 1.50801
13 C -0.65727 0.54756 2.47096
14 C -0.64851 0.15426 3.79168
15 C -0.46722 -1.17978 4.18117
16 C -0.47370 -1.52213 5.64059
17 C -0.28507 -2.16593 3.22573
18 C -0.29101 -1.78116 1.89710
19 N -0.14083 -2.47892 0.72069
20 H -1.80933 4.17566 -1.63010
21 H -1.28516 2.84492 -0.59603
22 H -1.00777 2.77887 -2.33879
23 H 0.61094 4.60591 -2.21915
24 H 0.20834 4.91223 -0.53087
25 H 2.32421 3.78724 -0.61662
26 H 1.14097 2.69269 0.10106
27 H 2.79375 1.69310 -1.57338
28 H 1.90628 2.54270 -2.85322
29 H 0.40571 0.76493 -1.02428
30 H -1.48009 -0.15729 -2.24418
31 H -1.00067 -0.92256 -3.79299
32 H -0.80037 1.57851 2.18914
33 H -0.78666 0.89734 4.56351
34 H -1.42680 -1.24607 6.08994
35 H -0.31347 -2.58615 5.79324
36 H 0.30983 -0.97386 6.16198
37 H -0.14351 -3.19874 3.50727
38 H 0.01352 -3.46608 0.60803

The SMILES is CCCCNC(=O)CSc1nc2ccc(C)cc2[nH]1. The value obtained for the HOMO-LUMO gap is 8.6569 eV. Its net charge is 0.

Atom charges from the Löwdin analysis, given in e for atoms 1 to 8: C -0.10; C -0.26; C -0.20; C -0.17; N 0.04; C -0.59; O 0.05; C -0.35



4.
The molecule CH7N2P3, computed with ωB97M-V/def2-TZVPD.

CARTESIAN COORDINATES (ANGSTROEM)
1 C -1.47988 0.92792 2.79631
2 P -0.34464 1.43191 1.21927
3 N -0.03363 0.33989 0.06535
4 P 0.66067 0.19577 -1.38594
5 N 1.00838 -1.40504 -1.65793
6 P 2.06008 -1.98363 -2.96516
7 H -1.57599 2.03015 3.35233
8 H -2.47047 0.57273 2.73580
9 H -0.86788 0.31474 3.44168
10 H -1.53057 2.25892 0.78909
11 H 1.07443 -2.11500 -0.96919
12 H 2.35285 -0.63696 -3.50224
13 H 1.14664 -1.93141 -3.91938

The SMILES is CP/N=P/NP. The value obtained for the HOMO-LUMO gap (alpha / beta) is 7.6373 / 7.6380 eV. Its net charge is 0.

Atom charges from the Löwdin analysis, given in e for atoms 1 to 8: C -0.36; P 0.62; N -0.70; P 0.72; N -0.64; P 0.72; H 0.08; H -0.03



5.
A structure of composition C5H12N3, computed with ωB97M-V/def2-TZVPD.

CARTESIAN COORDINATES (ANGSTROEM)
1 C -1.66610 0.16535 0.42279
2 C -2.91072 -0.32567 0.03520
3 C 1.84254 -1.09580 0.67436
4 C 1.64234 0.78428 -0.72167
5 C -0.32528 -0.74605 -0.62713
6 N -1.21353 1.53934 0.48866
7 N -3.79874 -0.79952 -0.60025
8 N 0.98068 -0.44154 -0.29388
9 H -1.37742 -0.46130 1.30837
10 H 1.10960 -1.34669 1.48641
11 H 2.37392 -1.99493 0.25070
12 H 2.65250 -0.41276 1.05547
13 H 1.76703 1.58392 -0.04787
14 H 2.60115 0.48944 -0.98545
15 H 1.10546 1.09869 -1.57317
16 H -0.75053 -1.69834 -0.56931
17 H -0.57443 -0.31448 -1.55046
18 H -0.58462 1.66629 1.39889
19 H -4.75603 -1.04590 -0.38671
20 H -2.10141 2.08034 0.77556

The value obtained for the HOMO-LUMO gap (alpha / beta) is 7.9976 / 7.9968 eV. Its net charge is +1.

Atom charges from the Löwdin analysis, given in e for atoms 1 to 8: C -0.30; C -0.03; C -0.04; C -0.05; C -0.01; N 0.03; N 0.29; N -0.23



6.
A structure of composition C10H22ClO4P2Yb, computed with ωB97M-V/def2-TZVPD.

CARTESIAN COORDINATES (ANGSTROEM)
1 C -4.80574 1.39464 -4.28586
2 C -3.47086 1.10912 -3.65703
3 H -5.37703 0.46391 -4.29871
4 H -4.68797 1.75341 -5.31608
5 H -5.35353 2.14054 -3.69676
6 O -3.05141 0.06652 -3.22213
7 Cl -2.43615 2.58967 -3.57390
8 Yb 0.02627 0.71774 -0.25296
9 P 1.36951 -0.57100 -1.99246
10 C 2.01024 -2.27607 -2.08418
11 C 0.42848 -0.23510 -3.52334
12 H 1.10537 -0.39124 -4.38292
13 H 3.35962 0.36248 -3.01640
14 H 0.01861 0.79731 -3.51571
15 H 2.48341 1.61202 -2.02867
16 H 1.12921 -2.95911 -2.06609
17 H -0.45383 -0.90387 -3.55906
18 C 2.82005 0.55477 -2.07129
19 H 2.60190 -2.35849 -3.02096
20 H 3.46267 0.38557 -1.18470
21 H 2.62194 -2.45389 -1.16866
22 P -1.40749 0.76126 1.87495
23 C -1.77477 -0.45495 3.19061
24 C -0.62389 2.20543 2.70776
25 H -2.83226 2.17197 0.47460
26 H -3.56284 1.84264 2.11513
27 H -3.56974 0.57259 0.79651
28 C -3.00995 1.40844 1.26322
29 H -0.38332 2.98609 1.95581
30 H -1.31627 2.60539 3.46969
31 H -2.40311 0.04468 3.95937
32 H -0.79904 -0.80855 3.59942
33 H 0.33798 1.90043 3.16522
34 H -2.29184 -1.31685 2.70826
35 C 0.12321 -1.92850 0.75603
36 O 0.28440 -2.96756 1.22981
37 O 3.31211 0.59623 2.69445
38 C 2.28297 0.19626 2.14024
39 O 1.72024 0.65275 1.02872
40 H 1.69364 -0.64547 2.59005

The value obtained for the HOMO-LUMO gap (alpha / beta) is 7.8664 / 6.9953 eV. Its expectation value of S² is 0.751. As for the spin multiplicity: 2. Its net charge is +2.

Atom charges from the Löwdin analysis, given in e for atoms 1 to 8: C -0.05; C -0.79; H 0.10; H 0.10; H 0.10; O 0.01; Cl 0.60; Yb 1.45



Values for maximum force, eV/A, ordered as above
2.0; 4.3; 0.8; 4.0; 3.6; 4.3